No. 1
Here is a cluster of 2 separate species, C8H13ClO2S2 in total from the Open Molecules 2025 dataset. Energies are from ωB97M-V/def2-TZVPD.

```
26
Properties=species:S:1:pos:R:3
C -0.242 -0.417 -3.904
C 0.013 -0.054 -2.444
C -0.583 -2.762 -2.102
C 0.046 -3.935 -2.095
C 0.243 2.081 4.753
C 0.013 1.977 3.263
C -1.380 2.076 2.693
C -0.668 0.762 2.726
H 0.554 -2.182 -4.064
H -0.180 0.505 -4.484
H -1.271 -0.804 -3.997
H -1.578 -2.659 -2.531
H 1.031 -4.054 -1.650
H -0.423 -4.816 -2.520
H 2.074 1.442 4.770
H 0.457 3.127 5.023
H -0.668 1.790 5.288
H 0.805 2.384 2.637
H -1.498 2.557 1.730
H -2.215 2.213 3.377
H -0.990 0.001 3.429
O 0.709 -1.304 -4.433
O 1.254 1.211 5.221
S 0.268 1.472 -1.952
S 0.069 -1.344 -1.257
Cl -0.109 0.048 1.217
```

Calculated values
SMILES string ... OC[C@@H]1C[C@H]1Cl.C=CSC(=S)CO
Charge ... 0
Kohn-Sham gap ... 8.33 eV
LUMO energy ... -0.226 eV

---

No. 2
Here is a structure of composition C8H13ClO4Pb at a distorted geometry from the Open Molecules 2025 dataset. Energies are from ωB97M-V/def2-TZVPD.

```
27
Properties=species:S:1:pos:R:3
C 1.031 -1.515 -0.997
C 0.293 1.683 -0.347
C -0.376 -1.411 -0.481
H 0.875 -1.950 -1.986
C -1.036 1.565 -0.070
H 0.920 2.280 0.350
H -0.709 -2.255 0.162
H -1.452 2.129 0.789
C -1.447 -0.724 -1.281
H -2.277 -1.448 -1.306
H -1.039 -0.620 -2.291
C 1.894 -0.220 -1.124
H 2.648 -0.416 -1.907
H 2.461 -0.048 -0.190
C 1.079 1.050 -1.491
H 0.407 0.846 -2.333
H 1.804 1.826 -1.796
C -2.023 0.662 -0.801
H -2.385 1.222 -1.686
H -2.912 0.477 -0.163
Pb 0.124 -0.062 1.249
H 1.579 -2.233 -0.365
O 1.303 -0.973 4.367
Cl 0.123 -0.189 3.864
O -0.996 0.482 4.599
O 0.887 1.203 2.686
O -0.774 -1.362 2.550
```

Calculated values
Charge ... 0
Kohn-Sham gap (spin up / spin down) ... 5.86 / 6.05 eV
LUMO energy (spin up / spin down) ... -0.945 / -0.939 eV
ΔE to the lowest compared entry with this formula, charge and spin ... 3.666 eV

---

No. 3
Here is a structure of composition C8H13F6NiO7 at a distorted geometry from the Open Molecules 2025 dataset. Energies are from ωB97M-V/def2-TZVPD.

```
35
Properties=species:S:1:pos:R:3
Ni -17.399 7.086 -3.721
O -15.559 7.435 -3.243
H -14.751 7.487 -3.745
O -18.207 8.644 -4.489
H -18.911 9.062 -3.997
O -17.703 6.629 -1.805
H -18.424 6.086 -1.509
C -19.537 6.268 -8.625
C -18.741 6.319 -7.342
O -17.372 6.502 -7.692
C -16.559 6.494 -6.679
O -16.827 6.226 -5.545
C -15.117 6.824 -7.101
F -14.572 7.721 -6.310
F -14.394 5.695 -7.032
F -15.064 7.278 -8.364
H -19.194 5.531 -9.355
H -19.452 7.240 -9.125
H -20.600 6.101 -8.463
H -18.877 5.435 -6.726
H -19.072 7.187 -6.767
C -22.329 7.864 -2.162
C -21.068 7.037 -2.127
O -21.339 5.776 -2.791
C -20.447 5.306 -3.628
O -19.432 5.806 -3.994
C -20.955 3.973 -4.228
F -21.455 4.203 -5.456
F -19.963 3.103 -4.366
F -21.915 3.392 -3.519
H -22.738 7.957 -3.166
H -22.138 8.891 -1.827
H -23.071 7.538 -1.425
H -20.783 6.803 -1.105
H -20.245 7.562 -2.606
```

Calculated values
Spin multiplicity ... 3
⟨S²⟩ ... 2.005
Charge ... -1
Kohn-Sham gap (spin up / spin down) ... 6.63 / 6.40 eV
LUMO energy (spin up / spin down) ... 2.770 / 2.769 eV
ΔE to the lowest compared entry with this formula, charge and spin ... 0.236 eV